# 1
The following is a quantum chemistry calculation of C18H23GaIN8S2 as an isolated structure at a distorted geometry, from the Open Molecules 2025 dataset.

Charge ... +1
ΔE to the lowest compared entry with this formula, charge and spin ... 9.38 kcal/mol
Max |F| ... 1.0 eV Å⁻¹
Total energy ... -4156.503027 Eh
HOMO level ... -9.78 eV
E_LUMO ... -0.0941 Ha

Cartesian coordinates (Å):
Ga1 -0.1660 0.1895 0.1700
N1 2.1137 0.0881 3.7655
C1 1.5281 -0.0518 2.5404
S1 -0.0596 0.7625 2.3924
N2 2.1136 -0.6812 1.6007
N3 1.5644 -0.6419 0.3375
C2 1.6894 -1.8904 -0.3868
C3 1.0802 -1.6531 -1.7430
C4 1.4265 -2.3708 -2.8793
C5 0.7980 -2.0796 -4.0770
C6 -0.1356 -1.0497 -4.1224
C7 -0.4163 -0.3720 -2.9562
N4 0.1654 -0.6793 -1.7934
H1 1.5255 0.3177 4.5459
H2 2.9318 -0.4704 3.9468
H3 2.7424 -2.1767 -0.4809
H4 2.1813 -3.1407 -2.8220
H5 1.0364 -2.6408 -4.9697
H6 -0.6207 -0.7741 -5.0470
H7 -1.1142 0.4577 -2.9336
C8 -3.2679 4.8548 0.7901
C9 -1.7916 4.8256 1.1864
C10 -0.9539 3.9409 0.3304
N5 -1.1922 2.7132 0.0641
N6 -0.2030 2.0989 -0.6663
C11 0.8117 2.8912 -0.9464
N7 1.8743 2.5004 -1.6599
S2 0.5866 4.4891 -0.3260
H8 -3.8075 5.5085 1.4725
H9 -3.7051 3.8598 0.8471
H10 -3.3981 5.2385 -0.2209
H11 -1.7027 4.4440 2.2075
H12 -1.3791 5.8344 1.1716
H13 2.0277 1.5076 -1.7632
H14 2.6799 3.0983 -1.7211
I1 1.0307 -4.9529 -0.4687
C12 0.9310 -2.9870 0.3801
H15 1.3447 -3.0560 1.3824
H16 -0.1278 -2.7229 0.4457
N8 -2.3001 -0.0003 -0.0772
C13 -2.8053 -1.3532 -0.0864
C14 -2.9254 -2.0503 -1.2799
C15 -3.3429 -3.3723 -1.2612
C16 -3.6449 -3.9937 -0.0593
C17 -3.5272 -3.2899 1.1294
C18 -3.1005 -1.9709 1.1205
H17 -2.6470 0.5076 0.7325
H18 -2.5893 0.5163 -0.9027
H19 -2.6970 -1.5651 -2.2205
H20 -3.4334 -3.9165 -2.1910
H21 -3.9679 -5.0253 -0.0484
H22 -3.7703 -3.7669 2.0686
H23 -2.9850 -1.4224 2.0486



# 2
The following is a quantum chemistry calculation of a 10-piece molecular cluster, C31H54O24 overall at a distorted geometry, from the Open Molecules 2025 dataset.

Charge ... 0
Structure (SMILES) ... C[C@H]1COC(=O)O1.C[C@H]1COC(=O)O1.C[C@H]1COC(=O)O1.C[C@H]1COC(=O)O1.C[C@H]1COC(=O)O1.C[C@H]1COC(=O)O1.C[C@H]1COC(=O)O1.CO.CO.CO
ΔE to the lowest compared entry with this formula, charge and spin ... 44.55 kcal/mol
Max |F| ... 4.5 eV Å⁻¹
Total energy ... -3019.389403 Eh
HOMO level ... -10.22 eV
E_LUMO ... -0.0066 Ha

Cartesian coordinates (Å):
C1 -24.0158 -5.5754 -0.2626
O1 -23.2757 -6.7017 -0.5425
H1 -24.1633 -4.9037 -1.1083
H2 -25.0334 -5.8207 0.0414
H3 -23.4912 -5.1271 0.5811
H4 -22.3798 -6.4913 -0.2693
C2 -18.5556 -3.4951 1.5066
O2 -19.7941 -4.1768 1.2290
H5 -17.8786 -3.7659 0.6964
H6 -18.6745 -2.4132 1.5656
H7 -18.1738 -3.8482 2.4645
H8 -20.5507 -3.5918 1.3124
C3 -19.3980 -6.9186 -1.0520
O3 -20.5437 -6.3984 -0.2889
H9 -18.6090 -7.0040 -0.3049
H10 -19.6434 -7.9380 -1.3500
H11 -19.1559 -6.2371 -1.8675
H12 -20.2739 -5.6800 0.2878
C4 -14.9584 -6.2166 -2.2042
C5 -16.2052 -7.0970 -2.4206
C6 -16.0883 -7.9799 -3.6256
O4 -16.4091 -9.2303 -3.0957
C7 -16.5642 -9.1723 -1.7406
O5 -16.7768 -10.2103 -1.0862
O6 -16.3317 -7.9557 -1.3153
H13 -15.0697 -5.5813 -1.3255
H14 -14.9282 -5.6019 -3.1038
H15 -14.0774 -6.8509 -2.1064
H16 -17.1440 -6.5436 -2.4445
H17 -15.1586 -7.9171 -4.1910
H18 -16.8135 -7.6995 -4.3895
C8 -22.4143 -2.6957 -3.5011
C9 -21.7949 -3.9662 -4.0589
C10 -22.3059 -5.3085 -3.5424
O7 -22.5665 -6.0617 -4.7569
C11 -22.5130 -5.2261 -5.7846
O8 -22.6958 -5.5137 -6.9400
O9 -22.1533 -3.9966 -5.3917
H19 -21.9560 -1.9010 -4.0898
H20 -22.1579 -2.5761 -2.4485
H21 -23.4965 -2.6170 -3.6047
H22 -20.7063 -4.0145 -4.0304
H23 -23.2073 -5.1048 -2.9645
H24 -21.5817 -5.7458 -2.8550
C12 -20.0043 -11.5390 -0.6895
C13 -19.9380 -11.4445 -2.2244
C14 -18.8230 -12.3015 -2.9462
O10 -19.5709 -13.0283 -3.8814
C15 -20.8092 -12.6652 -3.8939
O11 -21.6247 -13.1201 -4.6269
O12 -21.0578 -11.8020 -2.8714
H25 -19.0198 -11.2637 -0.3111
H26 -20.3824 -12.4958 -0.3296
H27 -20.6785 -10.7845 -0.2842
H28 -19.7636 -10.4276 -2.5760
H29 -18.2952 -12.8977 -2.2020
H30 -18.1650 -11.6042 -3.4648
C16 -21.5230 -6.4293 3.1307
C17 -22.4522 -7.5408 2.6557
C18 -21.8285 -8.6828 1.9441
O13 -22.4014 -9.8052 2.5884
C19 -23.0599 -9.4089 3.7079
O14 -23.5907 -10.1049 4.5511
O15 -23.0393 -8.1000 3.8126
H31 -21.0053 -6.0272 2.2599
H32 -20.7811 -6.8042 3.8358
H33 -22.1242 -5.6737 3.6365
H34 -23.3254 -7.1670 2.1210
H35 -20.7432 -8.7789 1.9131
H36 -22.0932 -8.6363 0.8877
C20 -22.7912 -9.3711 -6.4731
C21 -21.2523 -9.3728 -6.2898
C22 -20.5080 -8.2886 -6.9946
O16 -19.6560 -7.8091 -6.0067
C23 -19.9558 -8.2341 -4.8132
O17 -19.5080 -7.7424 -3.7962
O18 -20.9592 -9.1463 -4.8693
H37 -23.2356 -10.2412 -5.9898
H38 -22.9972 -9.4087 -7.5428
H39 -23.2831 -8.5284 -5.9873
H40 -20.7579 -10.2865 -6.6197
H41 -21.2510 -7.6062 -7.4077
H42 -19.9123 -8.7421 -7.7867
C24 -20.4591 0.1446 -0.0770
C25 -19.5771 -0.3042 -1.1995
C26 -18.1280 -0.5668 -0.7544
O19 -17.8282 -1.6925 -1.4637
C27 -18.8761 -2.3796 -1.9187
O20 -18.9239 -3.4999 -2.4338
O21 -19.9360 -1.6102 -1.5910
H43 -20.3646 -0.2894 0.9184
H44 -21.4630 -0.0593 -0.4495
H45 -20.3393 1.2197 0.0564
H46 -19.5622 0.2398 -2.1439
H47 -18.0045 -0.7633 0.3106
H48 -17.4093 0.2104 -1.0146
C28 -15.2299 -8.4005 2.2998
C29 -16.0830 -7.1403 2.6413
C30 -17.4963 -7.1508 2.2296
O22 -18.1324 -6.4935 3.3292
C31 -17.3552 -6.5284 4.4024
O23 -17.6905 -6.1796 5.5392
O24 -16.1863 -7.0928 4.0758
H49 -15.1829 -8.4762 1.2134
H50 -15.7102 -9.3086 2.6639
H51 -14.2066 -8.3728 2.6743
H52 -15.5621 -6.2450 2.3018
H53 -17.8983 -8.1274 1.9598
H54 -17.5276 -6.6759 1.2490



# 3
The following is a quantum chemistry calculation of a 16-piece molecular cluster, H34NO15 overall at a distorted geometry, from the Open Molecules 2025 dataset.

Charge ... +2
Max |F| ... 2.0 eV Å⁻¹
Total energy ... -1203.075910 Eh
Multiplicity ... 2
HOMO level (spin up / spin down) ... -15.39 / -15.38 eV
E_LUMO (spin up / spin down) ... -0.2311 / -0.4670 Ha

Cartesian coordinates (Å):
N1 -1.4033 1.3509 2.5506
H1 -2.2697 0.8197 2.4787
H2 -0.6704 0.7177 2.8528
H3 -0.9934 1.7311 1.6876
H4 -1.3558 2.1717 3.1574
H5 1.3481 -0.7216 0.1940
H6 2.7215 -0.2197 -0.3188
O1 2.2257 -0.4444 0.4944
H7 -1.2173 -3.7980 1.5235
H8 -1.8419 -3.7057 0.1168
O2 -1.3974 -3.1893 0.8002
H9 0.8666 2.0786 -4.2057
H10 -0.0776 1.9513 -2.9120
O3 0.8069 1.8544 -3.2731
H11 -0.9795 3.7234 -0.4021
H12 0.2191 3.0852 0.3020
O4 -0.7830 3.0498 0.2593
H13 -1.1721 -1.3453 0.6810
H14 -1.5640 0.1675 0.1115
O5 -1.5164 -0.4532 0.8537
H15 1.3923 -0.6424 3.9366
H16 1.9084 -0.8781 2.4474
O6 1.1529 -0.5507 2.9955
H17 0.8395 -2.4111 1.8093
H18 1.9419 -3.3872 2.2986
O7 1.5875 -2.9422 1.5200
H19 1.8194 0.8731 1.5215
H20 1.8471 2.3454 2.2624
O8 1.3157 1.5579 2.0142
H21 3.4042 1.6367 -2.3090
H22 2.0979 0.8062 -2.1675
O9 2.8245 1.2204 -1.6606
H23 -0.3219 0.1916 -2.3982
H24 -0.1483 1.0622 -1.0892
O10 -0.7685 0.5400 -1.6029
H25 2.0120 2.3758 -0.7560
H26 2.0308 3.9230 -0.5895
O11 1.7918 3.1161 -0.1244
H27 -2.9363 2.1411 -0.4527
H28 -2.8394 0.8670 -1.3302
O12 -3.2323 1.2337 -0.5321
H29 0.6517 -1.5750 -4.0352
H30 0.5781 -1.9875 -2.5050
O13 0.6604 -1.2347 -3.1402
H31 0.3011 -3.2612 -0.5410
H32 1.1526 -4.0125 -1.5243
O14 0.4916 -3.3119 -1.4879
H33 -3.2509 -1.2536 0.5962
H34 -4.5820 -1.6508 -0.0516
O15 -3.9918 -1.8717 0.6631



# 4
The following is a quantum chemistry calculation of a 2-piece molecular cluster, C4H5NO3S overall at a distorted geometry, from the Open Molecules 2025 dataset.

Charge ... 0
ΔE to the lowest compared entry with this formula, charge and spin ... 87.33 kcal/mol
Max |F| ... 5.7 eV Å⁻¹
Total energy ... -833.771174 Eh
Multiplicity ... 3
HOMO level (spin up / spin down) ... -5.84 / -9.50 eV
E_LUMO (spin up / spin down) ... 0.0173 / -0.1510 Ha

Cartesian coordinates (Å):
C1 -0.2705 -1.3534 -1.1647
C2 -1.0053 -0.3850 -1.7648
C3 0.0952 -1.8120 1.3185
C4 1.8617 0.4735 1.9601
N1 -0.0817 -1.6422 0.1666
O1 -0.7945 1.1778 0.3430
O2 -1.9176 1.9718 -1.7270
O3 2.0588 0.8522 0.8240
S1 -1.9579 0.8931 -0.7774
H1 0.2261 -2.2787 -1.6157
H2 -1.2033 -0.5022 -2.8514
H3 2.0622 1.0126 2.8868
H4 1.3858 -0.5200 2.1106
H5 -0.4590 2.1125 0.2915



# 5
The following is a quantum chemistry calculation of a 2-piece molecular cluster, C7H12F2N4O overall at a distorted geometry, from the Open Molecules 2025 dataset.

Charge ... +2
ΔE to the lowest compared entry with this formula, charge and spin ... 22.65 kcal/mol
Max |F| ... 5.1 eV Å⁻¹
Total energy ... -767.064447 Eh
HOMO level (spin up / spin down) ... -16.91 / -17.65 eV
E_LUMO (spin up / spin down) ... -0.3732 / -0.3607 Ha

Cartesian coordinates (Å):
C1 4.2680 0.9307 0.6599
C2 0.8969 -2.9987 0.1910
C3 3.1562 0.1347 0.6033
C4 1.8719 0.4147 0.0671
C5 -0.9535 0.1745 -1.1294
C6 -4.1518 0.3822 0.9972
C7 -1.8191 0.4201 0.1105
N1 1.3035 -1.8184 -0.0405
N2 1.2098 -0.6689 -0.3829
N3 1.4527 1.5856 -0.4155
N4 -1.5960 0.0863 -2.2718
O1 -3.0560 -0.0056 -0.0152
F1 -1.6673 1.7621 0.3988
F2 -1.1215 -0.1249 1.1412
H1 5.2144 0.5720 0.9942
H2 4.4273 1.9683 0.3862
H3 1.7106 -3.6592 0.4625
H4 -0.1221 -3.3825 0.2709
H5 3.2677 -0.8523 1.0706
H6 -4.4167 1.3779 0.8426
H7 -3.6655 0.0470 2.0005
H8 -4.9265 -0.4060 0.7986
H9 1.8677 2.4308 -0.0597
H10 0.6745 1.6934 -1.0044
H11 -2.6559 -0.0883 -2.4001
H12 -1.1694 0.0243 -3.2757



# 6
The following is a quantum chemistry calculation of a 2-piece molecular cluster, C7H8N3O3 overall at a distorted geometry, from the Open Molecules 2025 dataset.

Charge ... +1
Max |F| ... 5.6 eV Å⁻¹
Total energy ... -660.997603 Eh
HOMO level (spin up / spin down) ... -12.10 / -12.09 eV
E_LUMO (spin up / spin down) ... -0.1974 / -0.1978 Ha

Cartesian coordinates (Å):
C1 0.9170 -2.1316 0.8911
C2 -0.2940 -1.7357 0.4907
C3 1.9986 -1.2595 0.7992
C4 0.5991 0.4107 -0.3398
C5 -0.5381 -0.4300 -0.0961
C6 1.7811 -0.0023 0.1536
C7 -1.8603 0.0696 -0.3948
N1 -2.4784 1.5834 1.2121
N2 2.9791 0.7822 -0.2760
N3 -1.9909 1.0782 -1.3355
O1 -2.2353 1.4595 2.3493
O2 3.9496 0.7887 0.4338
O3 2.8335 1.5177 -1.2138
H1 1.0228 -3.0310 1.4542
H2 -1.0949 -2.4697 0.6599
H3 2.8203 -1.4798 1.4318
H4 0.4558 1.4073 -0.7563
H5 -2.8062 -0.5190 -0.4053
H6 -1.0998 1.1184 -2.0240
H7 -2.7647 0.7775 -1.8682
H8 -2.1944 2.0654 -1.1659



# 7
The following is a quantum chemistry calculation of C27H50Be2BrClN3O11S2 as an isolated structure at a distorted geometry, from the Open Molecules 2025 dataset.

Charge ... +1
Max |F| ... 1.5 eV Å⁻¹
Total energy ... -5909.908693 Eh
HOMO level ... -8.98 eV
E_LUMO ... -0.2574 Ha

Cartesian coordinates (Å):
C1 5.6901 -1.1573 2.3637
C2 5.1745 0.0893 1.6194
C3 3.7509 -0.1245 1.1034
C4 3.2191 0.9495 0.2206
C5 1.7855 0.8864 -0.2602
C6 1.1265 -0.5168 -0.2473
C7 0.2103 -0.6633 -1.4591
C8 -0.3961 -2.0867 -1.4642
C9 -1.7265 -2.1140 -0.7301
C10 -1.7006 -2.8047 0.6379
C11 -2.5997 -2.1059 1.6405
O1 -2.0421 -0.7740 1.8484
S1 -3.0112 0.4913 1.7849
O2 -3.9314 0.3382 0.6870
O3 -1.8343 1.5041 1.0681
N1 -1.1449 2.2735 2.0940
H1 6.6820 -1.4462 2.0172
H2 5.7314 -0.9996 3.4408
H3 5.0368 -2.0165 2.1897
H4 5.8155 0.2409 0.7452
H5 5.2086 0.9619 2.2777
H6 3.8112 -1.0253 0.4677
H7 3.0602 -0.3455 1.9192
H8 3.9151 1.1735 -0.5936
H9 3.1639 2.0286 0.8524
H10 1.1343 1.5477 0.3242
H11 1.7648 1.2906 -1.2787
H12 0.5026 -0.5843 0.6466
H13 1.8544 -1.3268 -0.2819
H14 0.8139 -0.5123 -2.3598
H15 -0.5745 0.0975 -1.4289
H16 0.2782 -2.7725 -0.9386
H17 -0.4910 -2.4774 -2.4797
H18 -2.5588 -2.6357 -1.3873
H19 -2.0719 -1.0827 -0.5990
H20 -0.6834 -2.7020 1.0387
H21 -1.9644 -3.8629 0.5715
H22 -3.6425 -2.0628 1.3210
H23 -2.5796 -2.6178 2.6170
H24 -0.4052 1.6519 2.4184
H25 -0.6950 3.0259 1.5688
Be1 -2.1793 2.7009 -0.4749
Br1 3.5107 3.2362 2.0791
Cl1 -3.3484 -3.5697 -2.6742
C12 1.5944 5.8017 -4.1439
C13 0.0641 5.8796 -4.0759
C14 -0.4138 4.6960 -3.2250
S2 0.9316 4.3271 -2.0818
O4 1.4394 3.0129 -2.3801
O5 0.5323 4.6616 -0.7262
C15 2.0683 5.5547 -2.7160
H26 2.0306 6.7117 -4.5510
H27 1.8953 4.9698 -4.7833
H28 -0.2332 6.8204 -3.6074
H29 -0.3858 5.8518 -5.0665
H30 -1.3059 4.9159 -2.6452
H31 -0.5801 3.8026 -3.8236
H32 3.0801 5.1624 -2.6446
H33 1.9668 6.4456 -2.0963
C16 5.1479 -6.0037 3.7431
C17 5.9619 -4.8279 3.5256
C18 7.1142 -5.0020 2.5622
O6 7.8294 -4.0782 2.2371
C19 7.3360 -6.3415 2.0512
C20 6.5266 -7.5233 2.2783
C21 5.3073 -7.3196 3.1523
O7 4.5087 -8.2046 3.3649
O8 6.7909 -8.6030 1.8009
O9 5.7463 -3.7620 4.0632
H34 4.3022 -5.9156 4.4183
H35 8.2128 -6.4428 1.4184
N2 -3.0823 5.9685 0.4107
H36 -3.4046 6.8423 -0.0108
H37 -3.1114 6.0385 1.4295
H38 -3.6644 5.1749 0.1014
H39 -2.1221 5.7519 0.1069
O10 -10.3900 -0.4895 -3.6471
C22 -9.3535 -1.0554 -3.4301
O11 -8.3946 -0.3944 -2.7424
C23 -7.1918 -1.0226 -2.2835
C24 -6.1097 -1.0541 -3.3393
C25 -9.0695 -2.4425 -3.9590
H40 -7.4028 -2.0169 -1.8877
H41 -6.8736 -0.4092 -1.4408
H42 -6.4034 -1.6493 -4.2040
H43 -5.1964 -1.4831 -2.9293
H44 -5.9014 -0.0427 -3.6922
H45 -8.7131 -2.3514 -4.9848
H46 -10.0054 -2.9947 -3.9638
H47 -8.3406 -3.0055 -3.3829
C26 1.1718 1.6721 5.4100
C27 1.0160 0.7013 4.3376
N3 0.9037 -0.0703 3.4936
H48 1.4521 2.6382 4.9930
H49 0.2362 1.7695 5.9587
H50 1.9537 1.3391 6.0904
Be2 -3.1307 -2.1049 4.6117



# 8
The following is a quantum chemistry calculation of C9H19NO in the gas phase at a distorted geometry, from the Open Molecules 2025 dataset.

Charge ... 0
Structure (SMILES) ... C[C@@H]1C[C@@H](CN)C[C@@H](CO)C1
ΔE to the lowest compared entry with this formula, charge and spin ... 85.39 kcal/mol
Max |F| ... 5.6 eV Å⁻¹
Total energy ... -484.205779 Eh
HOMO level ... -8.51 eV
E_LUMO ... 0.0337 Ha

Cartesian coordinates (Å):
C1 1.9232 2.4325 -0.1655
C2 0.8669 1.2670 -0.2217
C3 -0.6448 1.5244 -0.4122
C4 -1.4075 0.1543 -0.0077
C5 -2.8421 -0.0131 -0.5953
C6 -0.3832 -0.9096 -0.3912
C7 0.6411 -1.0388 0.7742
C8 1.9424 -2.0840 0.3082
C9 1.0637 0.3832 1.0163
H1 2.8648 2.0511 0.0781
H2 1.7548 3.0307 0.6832
H3 1.9414 3.1747 -0.9492
H4 1.3068 0.6806 -1.0562
H5 -0.5933 1.7259 -1.5019
H6 -0.9604 2.3198 0.1829
H7 -1.5443 0.1773 1.0841
H8 -2.6959 -0.4090 -1.6501
H9 -3.4040 0.9041 -0.7405
H10 -3.3653 -1.2672 1.2009
H11 -4.5847 -1.2157 -0.0240
H12 0.0569 -0.4116 -1.1245
H13 -0.8368 -1.8527 -0.5788
H14 0.2475 -1.4823 1.7271
H15 1.5313 -3.1437 0.4235
H16 2.7255 -1.8175 1.0233
H17 2.9678 -2.6262 -1.1970
H18 2.1717 0.3859 1.1725
H19 0.7071 0.9590 1.8310
N1 -3.7035 -0.9259 0.2614
O1 2.2526 -1.9732 -1.1509